82
Properties=species:S:1:pos:R:3 method="wB97M-V/def2-TZVPD" gap_ev="6.15 / 7.00" total_charge=+2 homo_energy_ev="-13.09 / -13.74" spin_multiplicity=2 s2=0.7607
W 0.0129 0.3743 -0.4035
C 2.4478 -0.4754 -2.7678
N 1.6338 0.6938 -2.3528
C 0.8920 1.2181 -3.5363
C 0.0198 0.2121 -4.2721
C -0.6942 -0.7887 -3.3843
N -1.2425 -0.1863 -2.1583
C -2.4721 0.1782 -2.2057
C -3.2092 0.4740 -1.0006
C -4.3177 1.2298 -0.8867
C -4.9081 1.6392 0.3619
C -4.2410 1.9853 1.4947
C -2.8154 1.9780 1.7400
C -1.9985 1.0264 1.2811
O -0.6636 0.9860 1.3276
C 2.6062 1.7833 -2.0201
C 3.6125 1.4688 -0.9190
C 2.9474 0.9452 0.3539
N 1.5801 1.4780 0.3755
C 1.4408 2.6907 0.8181
C 0.3503 3.5684 0.5697
C 0.3309 4.8117 1.2371
C -0.6049 5.7627 0.9265
C -1.5198 5.5035 -0.1037
C -1.5074 4.3091 -0.7898
C -0.5889 3.3119 -0.4508
O -0.6227 2.1587 -1.1200
H 3.1185 -0.1780 -3.5795
H 1.8257 -1.2929 -3.1093
H 3.0382 -0.8388 -1.9323
H 1.6248 1.6109 -4.2466
H 0.2947 2.0573 -3.1853
H 0.5968 -0.3478 -5.0096
H -0.7157 0.7896 -4.8360
H -0.0330 -1.5873 -3.0575
H -1.5039 -1.2685 -3.9346
H -2.9917 0.1556 -3.1641
H -4.7743 1.6097 -1.7976
H -5.9666 1.8665 0.3333
H -4.8401 2.4513 2.2693
H -2.3828 2.7815 2.3273
H 2.0211 2.6695 -1.7742
H 3.1635 2.0180 -2.9312
H 4.1324 2.4063 -0.7094
H 4.3746 0.7696 -1.2614
H 3.4756 1.2678 1.2518
H 2.8968 -0.1402 0.3749
H 2.2818 3.1051 1.3722
H 1.0724 4.9985 2.0052
H -0.6244 6.7089 1.4475
H -2.2467 6.2593 -0.3720
H -2.2077 4.1136 -1.5914
C -1.3170 -6.2668 -1.8021
C -0.1432 -5.3374 -1.9864
O -0.5188 -3.9445 -1.7217
P -0.9368 -3.2958 -0.3364
S -2.5728 -0.3893 0.4050
S 0.8166 -1.7107 -0.2648
O -0.3417 -4.3536 0.6923
C -0.3702 -4.2277 2.1409
C -1.1875 -3.0625 2.6517
H -1.0092 -7.2836 -2.0464
H -2.1401 -5.9933 -2.4614
H -1.6657 -6.2649 -0.7698
H 0.1965 -5.3217 -3.0186
H 0.6931 -5.5925 -1.3393
H 0.6712 -4.1377 2.4468
H -0.7578 -5.1768 2.5045
H -0.7741 -2.1084 2.3100
H -1.1496 -3.0609 3.7412
H -2.2343 -3.1403 2.3532
Br 0.9477 2.1620 4.0863
C 1.5756 0.3643 4.2081
C 1.9237 -0.1067 5.4657
C 2.3901 -1.4063 5.5497
C 2.4889 -2.1613 4.3882
C 2.1097 -1.5793 3.1936
N 1.6489 -0.3267 3.0911
H 1.8347 0.5257 6.3364
H 2.6787 -1.8190 6.5070
H 2.8632 -3.1754 4.4093
H 2.1808 -2.1310 2.2617